Record 1
Molecular formula: C11H14N2O
Method: DFT, ωB97M-V/def2-TZVPD

Values from the calculation:
- E_LUMO: 0.028 Eh
- Energy above the lowest of the compared OMol25 structures with the same formula, charge and spin: 341.8 kJ/mol
- SMILES string: Cc1ccc(O)cc1.Cc1c[nH]cn1
- Gap between HOMO and LUMO: 9.03 eV
- Strongest force on any atom: 4.84 eV Å⁻¹

Cartesian coordinates (Å):
C: -1.28220 2.12155 -3.14779
C: -1.70038 1.71911 -1.68389
C: -3.01941 2.03081 -1.36465
C: -3.45669 1.95437 -0.10061
C: -2.56314 1.50437 0.90153
O: -3.02273 1.66283 2.21851
C: -1.27569 1.10116 0.66957
C: -0.84905 1.22174 -0.65074
H: -0.43233 1.50067 -3.54563
H: -1.24140 3.23025 -3.04094
H: -2.08256 1.97515 -3.75544
H: -3.74262 2.59760 -2.03784
H: -4.49235 2.09670 0.03781
H: -2.77719 0.91106 2.80067
H: -0.54866 0.60419 1.13525
H: 0.21048 1.04233 -0.93729
C: 3.40101 -0.83770 2.13013
C: 2.93599 -2.03419 1.40176
C: 3.34411 -2.63472 0.22283
N: 2.33558 -3.59713 -0.11430
C: 1.28708 -3.36110 0.70138
N: 1.67471 -2.43781 1.59331
H: 4.24807 -1.05260 2.79298
H: 2.63330 -0.40837 2.95757
H: 3.47380 -0.06242 1.33448
H: 4.26775 -2.58781 -0.42731
H: 2.28451 -4.32268 -0.84818
H: 0.39000 -3.93734 0.75680

Record 2
Molecular formula: C11H14N2O4
Method: DFT, ωB97M-V/def2-TZVPD

Values from the calculation:
- E_LUMO: 0.013 Eh
- Energy above the lowest of the compared OMol25 structures with the same formula, charge and spin: 38.7 kJ/mol
- SMILES string: N[C@@H](Cc1ccc(O)cc1)C(=O)NCC(=O)O
- Gap between HOMO and LUMO: 8.77 eV
- Strongest force on any atom: 2.00 eV Å⁻¹

Cartesian coordinates (Å):
N: 0.10612 1.80290 1.13682
C: 0.55798 0.59922 0.42104
C: -0.38569 0.31618 -0.78629
C: -1.86220 0.03811 -0.52022
C: -2.66391 1.11552 -0.11020
C: -4.03226 0.88188 0.22766
C: -4.54832 -0.42238 0.27760
O: -5.86369 -0.58601 0.64435
C: -3.73032 -1.51262 -0.12036
C: -2.42527 -1.23387 -0.56658
C: 1.96505 0.85354 -0.20081
O: 2.38207 1.99236 -0.40452
N: 2.65477 -0.26824 -0.50259
C: 4.04831 -0.34942 -0.88359
C: 4.98171 -0.70282 0.26288
O: 6.11672 -0.29630 0.38237
O: 4.39492 -1.48646 1.16990
H: 0.51542 1.79367 2.10131
H: 0.65048 2.53541 0.60437
H: 0.54687 -0.22402 1.09225
H: -0.36015 1.18614 -1.45651
H: -0.07003 -0.46437 -1.47091
H: -2.16290 2.06662 -0.00834
H: -4.68386 1.73959 0.50992
H: -6.09391 -1.51484 0.55038
H: -4.12619 -2.53592 -0.17827
H: -1.81437 -2.09803 -0.78456
H: 2.26727 -1.13963 -0.21551
H: 4.21705 -1.12593 -1.66310
H: 4.32793 0.59822 -1.36543
H: 5.09043 -1.55851 1.85694

Record 3
Molecular formula: C11H14N2OPSr
Method: DFT, ωB97M-V/def2-TZVPD

Values from the calculation:
- E_LUMO (alpha / beta): 0.078 / 0.079 Eh
- Energy above the lowest of the compared OMol25 structures with the same formula, charge and spin: 266.5 kJ/mol
- Gap between HOMO and LUMO (alpha / beta): 5.15 / 3.63 eV
- Charge: -1
- Strongest force on any atom: 2.98 eV Å⁻¹

Cartesian coordinates (Å):
C: -0.01183 1.23224 -3.63183
C: 0.83810 0.69091 -4.52239
C: 2.14887 0.15263 -4.25653
C: 2.82969 0.44821 -3.01000
C: 2.21675 1.02098 -1.92986
Sr: 0.44658 -0.61156 -2.11873
P: -2.61960 0.09553 -2.22436
H: -0.90651 1.89031 -3.87543
H: 0.44921 0.59615 -5.57097
H: 2.69962 -0.26649 -5.12308
H: 2.80203 1.55949 -1.14406
H: 3.91174 0.16573 -2.97750
H: -3.38733 -0.99255 -1.71194
H: -3.43131 0.23131 -3.39754
H: -3.35551 1.08896 -1.51966
N: 0.28885 -0.94427 5.65482
C: -0.78343 -0.66997 4.83414
O: -1.93026 -0.60417 5.28262
C: -0.51569 -0.45762 3.36090
C: 0.74643 -0.52898 2.75163
C: 0.85281 -0.40270 1.35980
N: -0.21897 -0.29289 0.53153
C: -1.41391 -0.08807 1.13958
C: -1.60267 -0.19868 2.51167
H: 0.06863 -1.09856 6.62303
H: 1.24394 -1.04844 5.33206
H: 1.65382 -0.68403 3.33605
H: 1.84301 -0.37552 0.89278
H: -2.24805 0.19017 0.49256
H: -2.61503 -0.09812 2.91071

Record 4
Molecular formula: C11H14N4O2
Method: DFT, ωB97M-V/def2-TZVPD

Values from the calculation:
- E_LUMO: 0.005 Eh
- Energy above the lowest of the compared OMol25 structures with the same formula, charge and spin: 325.7 kJ/mol
- SMILES string: Cc1cc(C)n(-c2cc(=O)n(C)c(=O)n2C)n1
- Gap between HOMO and LUMO: 9.22 eV
- Strongest force on any atom: 5.71 eV Å⁻¹

Cartesian coordinates (Å):
C: 3.67670 -3.06399 0.45674
C: 2.51784 -2.08546 0.01725
C: 2.10249 -1.91516 -1.35567
C: 1.02884 -1.13006 -1.22928
C: 0.23137 -0.61893 -2.45139
N: 0.92796 -0.67160 0.09369
C: 0.06126 0.36062 0.56243
C: 0.55167 1.62213 0.90819
C: -0.39871 2.67553 1.07219
O: 0.05079 3.69347 1.53742
N: -1.75753 2.55633 0.71884
C: -2.68386 3.63216 0.65712
C: -2.22899 1.26037 0.56361
O: -3.46461 1.08177 0.48229
N: -1.38026 0.14565 0.45854
C: -1.97576 -1.20210 0.63537
N: 1.83248 -1.34434 0.81029
H: 4.13598 -2.51939 1.26507
H: 3.26030 -4.08355 0.87016
H: 4.44658 -3.27481 -0.34465
H: 2.46134 -2.50531 -2.26127
H: 0.01996 0.45110 -2.35391
H: -0.65006 -1.19418 -2.44474
H: 0.75803 -0.89596 -3.42813
H: 1.60360 1.81887 1.07187
H: -2.60799 4.21756 -0.36099
H: -2.45132 4.30997 1.49787
H: -3.64519 3.39040 0.66115
H: -1.26644 -1.97569 0.35215
H: -2.77020 -1.28819 -0.08998
H: -2.38625 -1.44720 1.62776

Record 5
Molecular formula: C11H14N8O2Pd
Method: DFT, ωB97M-V/def2-TZVPD

Values from the calculation:
- E_LUMO (alpha / beta): -0.640 / -0.640 Eh
- Energy above the lowest of the compared OMol25 structures with the same formula, charge and spin: 0.0 kJ/mol
- Gap between HOMO and LUMO (alpha / beta): 5.59 / 5.59 eV
- Charge: +4
- Strongest force on any atom: 0.81 eV Å⁻¹

Cartesian coordinates (Å):
Pd: 0.73310 0.30259 0.21551
N: 2.04652 0.91199 1.82652
N: 3.36131 0.49528 1.44688
C: 3.54051 -0.15993 0.28694
N: 4.71760 -0.50106 -0.15906
N: 2.36419 -0.44115 -0.33308
N: 2.07708 -0.83203 -1.61740
O: 2.85819 -1.26444 -2.37566
O: 0.84339 -0.64015 -1.78630
H: 2.06640 1.92422 1.96778
H: 1.82066 0.48120 2.72561
H: 4.12650 0.71314 2.07742
H: 5.57880 -0.26995 0.32660
H: 4.81916 -1.02085 -1.02580
N: -3.10038 0.56958 1.26622
C: -2.80221 -0.72232 1.42817
C: -3.85845 -1.55118 1.95756
C: -3.64683 -2.91495 2.03346
C: -2.42394 -3.38240 1.59389
C: -1.39820 -2.45519 1.11429
N: -1.57305 -1.17053 1.04210
C: -2.49608 1.66744 0.70167
C: -3.37404 2.77294 0.57996
C: -2.96175 3.90793 -0.10991
C: -1.69825 3.88456 -0.64415
C: -0.85029 2.74585 -0.42414
N: -1.20554 1.66238 0.23588
H: -4.04843 0.79324 1.57957
H: -4.80392 -1.11466 2.26932
H: -4.41100 -3.58595 2.40910
H: -2.20717 -4.44705 1.60654
H: -0.43998 -2.85247 0.80038
H: -4.37597 2.72390 0.99639
H: -3.61895 4.76133 -0.23034
H: -1.31871 4.72349 -1.21760
H: 0.15854 2.77239 -0.81891

Record 6
Molecular formula: C11H14NOS
Method: DFT, ωB97M-V/def2-TZVPD

Values from the calculation:
- E_LUMO: 0.121 Eh
- Energy above the lowest of the compared OMol25 structures with the same formula, charge and spin: 0.0 kJ/mol
- SMILES string: CC(C)(C)N(C([O-])=S)c1ccccc1
- Gap between HOMO and LUMO: 6.14 eV
- Charge: -1
- Strongest force on any atom: 3.01 eV Å⁻¹

Cartesian coordinates (Å):
C: -0.17948 1.56899 -1.13265
C: -1.30282 0.76615 -0.47948
C: -2.29555 0.35864 -1.65585
C: -2.08991 1.72878 0.40194
N: -0.69927 -0.41178 0.17731
C: -1.49278 -1.22909 0.99125
O: -2.69704 -1.10989 1.08432
S: -0.56362 -2.41964 1.79347
C: 0.74307 -0.60148 0.35731
C: 1.41842 -1.36607 -0.61872
C: 2.74213 -1.74546 -0.35003
C: 3.37323 -1.32909 0.83473
C: 2.67956 -0.45948 1.69899
C: 1.37260 -0.06189 1.45878
H: 0.73754 1.31497 -0.47887
H: 0.11972 1.00907 -1.96416
H: -0.22613 2.66593 -1.45592
H: -2.80011 -0.54809 -1.38265
H: -1.90315 0.12411 -2.59416
H: -3.00715 1.20400 -1.96944
H: -2.95129 1.37877 0.97046
H: -1.49034 2.06191 1.23352
H: -2.21841 2.52416 -0.28045
H: 0.87605 -1.76129 -1.45668
H: 3.36370 -2.38384 -0.94739
H: 4.42290 -1.59098 1.04679
H: 3.25796 -0.18477 2.61291
H: 0.81016 0.49735 2.10466

Record 7
Molecular formula: C11H14NP
Method: DFT, ωB97M-V/def2-TZVPD

Values from the calculation:
- E_LUMO (alpha / beta): 0.011 / 0.011 Eh
- Energy above the lowest of the compared OMol25 structures with the same formula, charge and spin: 445.7 kJ/mol
- Gap between HOMO and LUMO (alpha / beta): 6.68 / 6.68 eV
- Strongest force on any atom: 7.88 eV Å⁻¹

Cartesian coordinates (Å):
C: 3.91831 0.17028 0.32592
C: 3.71967 -1.09131 -0.24754
C: 2.84788 0.98403 0.56396
C: 2.52453 -1.51781 -0.64383
C: 1.54850 0.55749 0.24085
C: 0.40603 1.29085 0.39917
C: 1.38321 -0.68554 -0.49013
C: -0.86340 -0.27733 -0.17362
C: -0.06657 2.56468 0.79167
C: -3.31811 -1.66438 -1.18254
C: -3.27567 0.57579 0.55647
N: 0.12413 -1.14193 -0.54463
P: -2.38762 -1.11313 0.37159
H: 4.94490 0.47947 0.69104
H: 4.66291 -1.76011 -0.35034
H: 2.98265 1.88725 1.09824
H: 2.29517 -2.56683 -0.98249
H: -0.98466 2.54239 1.38497
H: 0.66822 2.76503 1.54734
H: -0.08525 3.05014 -0.21301
H: -4.20244 -2.28243 -0.73247
H: -2.66828 -2.42134 -1.56332
H: -3.72186 -1.06126 -1.93391
H: -2.72561 1.17876 1.28510
H: -4.35904 0.45136 0.97888
H: -3.15745 1.18802 -0.30271
H: -0.21011 -2.10214 -0.87468

Record 8
Molecular formula: C11H14NS
Method: DFT, ωB97M-V/def2-TZVPD

Values from the calculation:
- E_LUMO (alpha / beta): -0.156 / -0.231 Eh
- 2S+1: 3
- Gap between HOMO and LUMO (alpha / beta): 6.00 / 6.14 eV
- Charge: +1
- Strongest force on any atom: 4.97 eV Å⁻¹

Cartesian coordinates (Å):
C: 0.75261 3.11453 -2.62435
C: -1.60400 -0.79723 1.46922
C: 0.79525 -1.15605 1.90070
C: -1.25276 -0.31896 0.24194
C: 1.12506 -0.55600 0.65290
C: -0.54726 -1.20544 2.32392
C: 0.06739 -0.13631 -0.09636
C: -0.08715 2.48158 -1.60240
C: 0.01018 -0.76752 -2.87202
C: -0.98265 -1.91941 3.56460
C: 2.02189 0.70950 -2.19494
N: 1.84180 2.66537 -2.99772
S: 0.34483 0.39900 -1.77547
H: 0.43601 4.10072 -2.88690
H: -2.51429 -1.00630 1.91590
H: 1.56079 -1.55633 2.65525
H: -2.12775 -0.09456 -0.33583
H: 2.20359 -0.51472 0.24548
H: -1.20564 2.76595 -1.59817
H: 0.31218 2.49689 -0.60931
H: 0.26817 -0.59387 -3.84533
H: -0.66070 -1.52922 -2.62112
H: -0.01182 -2.09135 4.15908
H: -1.56523 -1.33752 4.25338
H: -1.41000 -2.86951 3.41136
H: 2.76154 0.96074 -1.52840
H: 2.35177 0.28380 -3.07202

What is the strongest force on any atom in the fifth record? 0.81 eV Å⁻¹